Entry 1:
{"formula": "C23H16BrCl4F6O5SbTi", "method": "wB97M-V/def2-TZVPD", "multiplicity": 4, "e_lumo_ev": [1.616, -1.863], "homo_energy_ev": [-3.4, -6.2], "total_charge": -1, "max_force_ev_per_a": 2.4, "species": ["Ti", "Cl", "C", "C", "Cl", "C", "Cl", "C", "O", "C", "O", "C", "Cl", "Br", "C", "C", "C", "C", "C", "C", "C", "O", "O", "H", "H", "H", "H", "F", "Sb", "F", "F", "F", "F", "F", "C", "C", "C", "C", "C", "C", "C", "O", "C", "C", "C", "H", "H", "H", "H", "H", "H", "H", "H", "H", "H", "H", "H"], "coordinates": [[-1.086, -0.364, 0.113], [4.567, -4.342, 0.452], [3.463, -3.165, -0.103], [3.783, -1.842, -0.072], [5.315, -1.337, 0.484], [2.813, -0.859, -0.478], [3.127, 0.772, -0.308], [1.502, -1.191, -0.969], [0.647, -0.325, -1.137], [1.236, -2.639, -1.194], [0.236, -3.016, -1.776], [2.192, -3.576, -0.626], [1.726, -5.186, -0.579], [-3.499, 6.215, 2.727], [-2.812, 4.446, 2.885], [-3.362, 3.598, 3.832], [-2.825, 2.325, 3.978], [-1.767, 1.912, 3.181], [-1.251, 2.767, 2.217], [-1.766, 4.051, 2.074], [-0.112, 2.334, 1.318], [0.624, 3.196, 0.851], [0.011, 1.060, 1.100], [-4.192, 3.925, 4.444], [-3.245, 1.651, 4.717], [-1.344, 0.924, 3.289], [-1.335, 4.717, 1.338], [-0.035, -1.539, 1.064], [-2.055, -3.764, 0.253], [-2.466, -5.460, 1.064], [-2.624, -4.485, -1.405], [-3.830, -3.228, 0.578], [-2.089, -1.494, -0.898], [-2.314, -0.442, 1.401], [-6.110, 6.008, -0.771], [-5.006, 4.995, -0.935], [-5.169, 3.667, -0.555], [-4.173, 2.714, -0.704], [-4.472, 1.284, -0.328], [-2.913, 3.114, -1.231], [-1.784, 2.265, -1.308], [-1.718, 1.041, -0.838], [-2.762, 4.459, -1.684], [-1.475, 4.922, -2.320], [-3.793, 5.358, -1.515], [-6.944, 5.590, -0.204], [-6.489, 6.339, -1.742], [-5.752, 6.894, -0.240], [-6.122, 3.353, -0.136], [-4.275, 0.600, -1.153], [-5.516, 1.183, -0.029], [-3.852, 0.942, 0.499], [-0.883, 2.636, -1.771], [-0.641, 4.877, -1.612], [-1.578, 5.949, -2.670], [-1.211, 4.296, -3.177], [-3.653, 6.388, -1.839]], "nbo_charge": [1.72, 0.09, -0.09, -0.08, 0.10, -0.06, 0.24, 0.47, -0.52, 0.32, -0.45, -0.03, 0.17, 0.02, -0.07, -0.25, -0.21, -0.19, -0.07, -0.24, 0.78, -0.67, -0.75, 0.22, 0.21, 0.24, 0.25, -0.61, 2.13, -0.74, -0.71, -0.70, -0.57, -0.52, -0.62, -0.03, -0.23, 0.02, -0.64, -0.10, 0.18, -0.64, 0.01, -0.64, -0.23, 0.21, 0.21, 0.21, 0.20, 0.23, 0.20, 0.25, 0.17, 0.23, 0.21, 0.21, 0.19]}

Entry 2:
{"formula": "CH5BNO4S", "method": "wB97M-V/def2-TZVPD", "e_lumo_ev": 3.424, "homo_energy_ev": -4.1, "total_charge": -1, "max_force_ev_per_a": 5.1, "species": ["B", "C", "N", "O", "O", "O", "O", "S", "H", "H", "H", "H", "H"], "coordinates": [[1.214, 0.318, -0.458], [0.445, -1.010, -0.054], [-2.001, 0.369, 1.567], [-1.918, 1.004, -0.804], [-0.794, -1.384, -0.543], [2.620, 0.341, -0.446], [0.575, 1.412, -0.731], [-2.238, -0.156, 0.059], [1.022, -1.902, -0.361], [0.456, -1.081, 0.997], [-2.127, -0.361, 2.260], [3.039, 1.229, -0.639], [-0.296, 1.221, -0.848]], "nbo_charge": [1.05, -0.42, -1.17, -1.02, -0.79, -0.93, -0.89, 1.49, 0.18, 0.18, 0.33, 0.48, 0.51]}

Entry 3:
{"formula": "C8H24ClI2IrP2S", "method": "wB97M-V/def2-TZVPD", "multiplicity": 5, "e_lumo_ev": [-7.253, -10.222], "homo_energy_ev": [-15.5, -15.5], "total_charge": 2, "max_force_ev_per_a": 3.8, "species": ["I", "I", "Ir", "P", "C", "C", "H", "H", "H", "H", "H", "H", "C", "H", "H", "H", "P", "C", "C", "H", "H", "H", "C", "H", "H", "H", "H", "H", "H", "Cl", "C", "S", "C", "H", "H", "H", "H", "H", "H"], "coordinates": [[0.670, -1.235, -2.538], [1.272, 0.940, 2.423], [-0.314, -0.185, 0.154], [0.959, 1.719, -0.861], [2.769, 1.682, -1.112], [0.299, 2.203, -2.521], [0.716, 3.170, -2.855], [1.103, 4.169, -0.547], [-0.794, 2.281, -2.491], [-0.376, 3.464, 0.260], [3.073, 0.926, -1.843], [0.580, 1.441, -3.251], [0.702, 3.333, 0.057], [3.126, 2.646, -1.475], [1.244, 3.266, 1.021], [3.294, 1.492, -0.170], [-1.557, -1.904, 0.948], [-0.686, -3.384, 1.390], [-2.396, -1.214, 2.387], [-3.275, -1.325, -0.710], [-3.425, -2.959, 0.023], [-2.222, -2.627, -1.249], [-2.727, -2.215, -0.381], [-2.894, -0.266, 2.146], [-3.089, -1.997, 2.715], [-1.441, -4.106, 1.694], [0.037, -3.237, 2.194], [-1.632, -0.990, 3.147], [-0.140, -3.785, 0.541], [-2.115, 1.161, -0.259], [3.154, -1.785, -0.883], [1.918, -1.456, 0.421], [3.127, -1.165, 1.786], [2.718, -1.780, -1.887], [3.578, -2.806, -0.709], [3.922, -1.016, -0.801], [3.660, -0.283, 1.473], [2.624, -1.051, 2.767], [3.906, -1.917, 1.755]], "nbo_charge": [0.28, 0.29, 0.43, 0.93, -0.97, -0.96, 0.27, 0.26, 0.27, 0.27, 0.25, 0.24, -0.93, 0.27, 0.23, 0.24, 1.12, -0.98, -0.96, 0.29, 0.26, 0.26, -0.98, 0.28, 0.27, 0.27, 0.27, 0.26, 0.27, -0.29, -0.70, 0.23, -0.72, 0.22, 0.28, 0.25, 0.23, 0.25, 0.28]}

What is the formula in the first record? C23H16BrCl4F6O5SbTi